Entry from the Open Molecules 2025 dataset: one molecule with the formula C4H5FO at a distorted geometry (ωB97M-V/def2-TZVPD).

Each line ends with the natural charge from an NBO analysis.
CARTESIAN COORDINATES (ANGSTROEM)
F1 2.41 -1.00 -0.05  -0.300
O1 -2.80 -0.75 0.17  -0.512
C1 0.68 0.76 -0.38  -0.558
C2 -0.64 -0.08 -0.62  -0.191
C3 -1.77 -0.14 0.29  0.314
C4 1.53 -0.24 0.49  0.300
H1 1.04 -0.69 1.45  0.156
H2 -1.48 0.28 1.32  0.081
H3 -0.69 -0.93 -1.43  0.216
H4 1.27 1.03 -1.34  0.250
H5 0.45 1.77 0.10  0.245

Properties
Calculated total energy in a.u.: -330.36289
Relative energy (zero: lowest compared OMol25 entry of this formula, charge and spin) in kcal per mole: 78.3
HOMO energy (spin up / spin down) in hartree: -0.337 / -0.314
F_max in eV/A: 4.657
Orbital gap (spin up / spin down) in eV: 9.21 / 7.39

Entry from the Open Molecules 2025 dataset: one molecule with the formula C3H6N2O2 (ωB97M-V/def2-TZVPD).

Each line ends with the natural charge from an NBO analysis.
CARTESIAN COORDINATES (ANGSTROEM)
O1 -1.61 -1.81 0.07  -0.542
O2 1.26 0.20 0.91  -0.478
N1 -1.46 0.57 -0.09  -0.908
N2 0.93 0.12 -1.37  -0.792
C1 1.65 0.36 -0.34  0.431
C2 -0.95 -0.83 0.27  0.636
C3 0.05 -0.50 1.27  -0.342
H1 1.47 0.28 -2.22  0.365
H2 -2.47 0.59 -0.21  0.411
H3 2.67 0.75 -0.35  0.157
H4 -0.95 0.66 1.05  0.418
H5 -0.94 0.91 -0.91  0.440
H6 0.34 -1.31 1.94  0.205

Properties
Calculated total energy in a.u.: -377.78317
Relative energy (zero: lowest compared OMol25 entry of this formula, charge and spin) in kcal per mole: 110.5
HOMO energy in hartree: -0.301
F_max in eV/A: 0.490
SMILES: [H]/N=C/O/C=C(\[NH3+])[O-]
Orbital gap in eV: 8.95

Entry from the Open Molecules 2025 dataset: C22H20AsF3MgN2O8S as an isolated structure at a distorted geometry (ωB97M-V/def2-TZVPD).

Each line ends with the natural charge from an NBO analysis.
CARTESIAN COORDINATES (ANGSTROEM)
As1 3.10 0.08 1.29  2.448
S1 1.63 -2.48 -0.76  2.394
Mg1 0.26 0.01 -0.25  1.694
F1 -8.89 1.74 -2.20  -0.345
F2 -8.90 0.00 -3.45  -0.343
F3 -9.24 -0.20 -1.33  -0.338
O1 4.26 1.02 1.97  -1.197
O2 2.47 -3.54 -0.27  -0.995
O3 -1.00 2.75 0.10  -0.782
O4 0.78 -2.79 -1.89  -0.971
O5 3.12 -1.44 2.19  -1.034
O6 0.89 -1.81 0.35  -1.099
O7 1.95 6.18 0.24  -0.538
O8 1.57 0.77 1.20  -1.279
N1 1.22 1.36 -1.75  -0.548
N2 1.67 3.60 -0.79  -0.493
C1 -1.08 1.61 0.60  0.111
C2 2.71 5.09 0.78  -0.074
C3 1.64 5.97 -1.12  -0.071
C4 -1.65 -0.36 -1.29  -0.437
C5 -6.13 0.70 -3.01  -0.176
C6 3.57 -0.40 -0.54  -0.408
C7 4.16 -0.60 -3.26  -0.237
C8 -6.53 -0.26 -0.84  -0.191
C9 -7.03 0.28 -2.02  -0.238
C10 2.84 -1.27 -1.37  -0.344
C11 -2.85 -0.17 -1.46  -0.241
C12 4.89 0.27 -2.45  -0.220
C13 1.99 3.77 0.64  -0.255
C14 4.59 0.37 -1.10  -0.203
C15 3.15 -1.37 -2.72  -0.131
C16 -4.77 0.57 -2.82  -0.215
C17 -8.49 0.45 -2.24  0.979
C18 1.38 2.38 -1.24  0.598
C19 -4.24 0.00 -1.65  -0.081
C20 -2.03 1.58 1.82  -0.763
C21 -5.16 -0.40 -0.66  -0.167
C22 0.86 4.69 -1.32  -0.239
H1 2.57 5.91 -1.71  0.153
H2 4.39 -0.67 -4.32  0.196
H3 1.07 3.75 1.22  0.225
H4 2.62 2.95 0.97  0.270
H5 -3.01 2.02 1.57  0.192
H6 2.46 -2.04 1.80  0.506
H7 3.69 5.04 0.28  0.159
H8 0.65 4.52 -2.37  0.208
H9 -2.18 0.57 2.20  0.189
H10 2.86 5.32 1.83  0.194
H11 -1.57 2.20 2.60  0.201
H12 5.12 1.05 -0.45  0.240
H13 -7.21 -0.57 -0.07  0.209
H14 1.06 6.83 -1.45  0.182
H15 2.56 -2.04 -3.33  0.231
H16 -6.52 1.14 -3.92  0.204
H17 -0.09 4.73 -0.77  0.239
H18 -4.09 0.90 -3.59  0.218
H19 5.69 0.86 -2.87  0.196
H20 -4.77 -0.83 0.25  0.215

Properties
Net charge: -2
Calculated total energy in a.u.: -4695.51975
Relative energy (zero: lowest compared OMol25 entry of this formula, charge and spin) in kcal per mole: 16.1
HOMO energy in hartree: -0.027
F_max in eV/A: 1.664
Orbital gap in eV: 5.16

Entry from the Open Molecules 2025 dataset: C15H24N4O5Tl as an isolated structure at a distorted geometry (ωB97M-V/def2-TZVPD).

Each line ends with the Löwdin charge.
CARTESIAN COORDINATES (ANGSTROEM)
Tl1 0.00 -0.30 -0.27  1.139
O1 1.78 1.39 0.96  -0.090
O2 2.51 -1.86 -1.06  -0.189
O3 0.49 2.93 -2.33  -0.063
O4 0.27 -3.06 -0.64  -0.125
O5 -2.16 -2.23 0.07  -0.129
N1 1.97 -0.73 -1.38  -0.164
N2 1.00 1.72 -1.84  -0.038
N3 -1.21 1.36 1.15  0.038
N4 -0.19 -1.04 1.89  0.014
C1 3.69 -0.54 -3.14  -0.019
C2 -2.93 1.33 2.84  0.024
C3 2.53 0.00 -2.39  -0.251
C4 -1.33 -0.63 2.51  -0.195
C5 -1.46 2.66 0.95  -0.088
C6 -1.86 0.71 2.14  -0.181
C7 2.48 2.18 -3.72  -0.003
C8 -1.50 -0.42 -1.84  -0.159
C9 -2.45 3.36 1.66  -0.020
C10 -1.92 -1.45 3.48  0.019
C11 -1.31 -2.67 3.82  -0.009
C12 -3.22 2.67 2.59  -0.022
C13 1.98 1.30 -2.64  -0.267
C14 0.45 -2.15 2.26  -0.089
C15 -0.09 -3.01 3.22  -0.014
H1 -1.34 -2.72 -0.16  -0.001
H2 -2.81 -2.88 0.38  0.074
H3 3.56 2.05 -3.84  0.091
H4 0.21 -3.90 -1.11  0.089
H5 2.64 1.01 1.22  0.080
H6 1.40 -2.36 1.77  0.127
H7 3.57 -0.40 -4.22  0.094
H8 -0.82 3.17 0.22  0.109
H9 3.80 -1.60 -2.92  0.080
H10 -2.04 0.54 -1.82  0.008
H11 1.20 -2.70 -0.81  -0.004
H12 -3.48 0.74 3.56  0.107
H13 2.01 1.93 -4.68  0.115
H14 2.25 3.22 -3.49  0.087
H15 -0.94 -0.54 -2.77  0.014
H16 -0.32 3.10 -1.82  0.085
H17 -2.17 -1.26 -1.64  -0.010
H18 -2.85 -1.12 3.94  0.114
H19 -1.77 -3.31 4.56  0.122
H20 -2.59 4.41 1.45  0.116
H21 4.62 -0.03 -2.84  0.101
H22 0.44 -3.92 3.47  0.121
H23 1.96 1.90 0.14  0.039
H24 -4.03 3.16 3.12  0.121

Properties
Net charge: +1
Calculated total energy in a.u.: -1353.34180
Relative energy (zero: lowest compared OMol25 entry of this formula, charge and spin) in kcal per mole: 0.0
HOMO energy (spin up / spin down) in hartree: -0.394 / -0.394
F_max in eV/A: 3.185
Orbital gap (spin up / spin down) in eV: 7.11 / 7.11

Entry from the Open Molecules 2025 dataset: C5H17AgN3O4 as an isolated structure at a distorted geometry (ωB97M-V/def2-TZVPD).

Each line ends with the natural charge from an NBO analysis.
CARTESIAN COORDINATES (ANGSTROEM)
Ag1 0.22 -0.56 -1.84  0.863
O1 1.50 0.11 0.21  -0.548
O2 -1.72 -1.64 -0.56  -0.607
O3 0.03 -0.41 -4.11  -1.315
O4 1.46 -2.54 -2.02  -1.321
N1 -3.04 -1.06 1.22  -0.866
N2 -1.66 -2.96 1.29  -0.875
N3 -0.53 1.65 -1.16  -0.842
C1 -2.11 -1.86 0.56  0.771
C2 -0.48 1.98 1.28  -0.628
C3 2.65 -0.48 0.76  -0.241
C4 1.64 1.51 0.07  -0.070
C5 0.28 2.17 -0.02  -0.067
H1 2.19 1.70 -0.86  0.189
H2 -3.20 -1.21 2.20  0.378
H3 3.02 0.08 1.63  0.141
H4 3.46 -0.50 0.02  0.176
H5 2.41 -1.51 1.02  0.208
H6 0.44 3.24 -0.21  0.166
H7 -0.99 -3.49 0.75  0.424
H8 -3.25 -0.17 0.82  0.400
H9 0.08 2.35 2.13  0.205
H10 -0.40 2.27 -1.96  0.376
H11 -1.50 1.67 -0.89  0.358
H12 -2.32 -3.47 1.85  0.372
H13 2.16 1.93 0.94  0.156
H14 -0.47 0.39 -4.30  0.385
H15 2.28 -2.59 -1.51  0.388
H16 -0.67 0.91 1.38  0.231
H17 -1.45 2.48 1.29  0.193

Properties
Net charge: -1
Calculated total energy in a.u.: -812.85283
Relative energy (zero: lowest compared OMol25 entry of this formula, charge and spin) in kcal per mole: 0.0
HOMO energy in hartree: -0.077
F_max in eV/A: 1.779
Orbital gap in eV: 4.80

Entry from the Open Molecules 2025 dataset: a 11-piece molecular cluster, C38H92Cl6O16 overall at a distorted geometry (ωB97M-V/def2-TZVPD).

Each line ends with the Löwdin charge.
CARTESIAN COORDINATES (ANGSTROEM)
Cl1 2.67 -3.41 3.39  0.605
Cl2 -7.42 -3.34 -3.90  0.539
Cl3 6.68 -4.56 -1.63  0.552
Cl4 -0.22 -0.62 5.24  0.526
Cl5 -3.44 -4.53 -2.30  0.547
Cl6 4.05 -1.32 -2.47  0.632
O1 -2.63 1.48 1.80  -0.184
O2 -3.84 -4.77 5.91  -0.159
O3 -1.01 -1.08 -2.13  -0.181
O4 -5.92 -3.46 0.57  -0.219
O5 6.74 2.64 -2.25  -0.203
O6 1.43 7.24 -1.84  -0.174
O7 1.37 -0.81 0.82  -0.224
O8 -1.96 0.68 -6.78  -0.168
O9 -3.00 2.02 -4.53  -0.167
O10 5.85 -0.65 3.84  -0.150
O11 -5.51 -0.70 -0.24  -0.231
O12 6.45 0.54 -0.11  -0.215
O13 -2.40 -3.95 3.24  -0.185
O14 6.55 0.55 6.41  -0.190
O15 1.89 4.49 -2.54  -0.204
O16 -4.11 3.66 -0.70  -0.215
C1 2.70 6.86 -2.36  -0.214
C2 -2.36 0.76 -4.53  -0.212
C3 -5.41 -2.47 1.43  -0.170
C4 4.84 -2.88 -2.59  -0.698
C5 -1.17 -3.98 2.49  -0.076
C6 5.84 1.81 -0.09  -0.193
C7 -2.72 0.02 -5.76  -0.221
C8 -5.08 -5.21 6.02  -0.191
C9 0.61 -1.32 -0.28  -0.205
C10 6.53 3.28 -3.52  -0.095
C11 -5.66 -3.64 -3.80  -0.648
C12 0.30 7.42 -2.81  -0.058
C13 -1.79 0.29 1.93  -0.067
C14 -2.29 -1.50 -1.60  -0.125
C15 -5.91 -1.05 1.04  -0.208
C16 5.53 2.33 -1.49  -0.165
C17 6.48 1.98 6.78  -0.077
C18 5.27 -0.02 6.09  -0.210
C19 7.83 0.44 -0.27  -0.102
C20 -2.79 2.76 -3.38  -0.110
C21 6.05 -2.89 -1.71  -0.668
C22 1.61 -2.74 4.65  -0.610
C23 -2.76 2.04 0.47  -0.184
C24 -3.54 3.37 0.57  -0.212
C25 5.82 -1.68 2.88  -0.152
C26 2.79 -0.57 0.66  -0.079
C27 -5.91 0.47 -0.92  -0.055
C28 -7.35 -3.69 0.66  -0.074
C29 0.97 -1.42 4.03  -0.554
C30 -1.91 -0.16 -8.00  -0.075
C31 -5.15 -3.85 -2.32  -0.584
C32 2.75 5.54 -3.09  -0.170
C33 -3.61 -3.47 5.42  -0.144
C34 -2.28 -3.45 4.56  -0.192
C35 -0.16 -0.37 -1.16  -0.161
C36 -4.64 5.02 -0.75  -0.067
C37 1.68 3.29 -3.20  -0.119
C38 5.29 -1.16 5.10  -0.168
H1 -0.79 -2.96 2.42  0.055
H2 -1.76 2.87 -3.04  0.083
H3 5.02 -3.20 -3.61  0.080
H4 3.76 5.13 -3.08  0.097
H5 0.62 7.89 -3.74  0.070
H6 6.05 2.55 5.95  0.079
H7 -1.32 -1.06 -7.85  0.081
H8 -3.83 5.76 -0.75  0.084
H9 -5.20 -2.93 -1.75  0.045
H10 7.49 3.31 -4.02  0.081
H11 6.81 -2.24 -2.16  0.070
H12 -5.69 -4.65 6.72  0.088
H13 -5.79 -4.59 -1.83  0.053
H14 5.03 1.50 -1.99  0.091
H15 -0.82 0.31 1.44  0.061
H16 4.28 -1.57 5.00  0.082
H17 7.46 2.40 6.98  0.082
H18 5.93 -2.61 -0.66  0.058
H19 0.85 3.45 -3.89  0.086
H20 -1.93 -2.42 4.55  0.055
H21 -1.34 -4.38 1.49  0.093
H22 6.36 -1.32 2.01  0.075
H23 -2.74 -0.84 -0.85  0.061
H24 6.22 4.32 -3.39  0.078
H25 4.80 3.15 -1.51  0.115
H26 -5.21 0.55 -1.76  0.082
H27 -6.99 -0.92 1.08  0.118
H28 4.12 -3.63 -2.25  0.064
H29 8.21 1.12 -1.04  0.080
H30 -0.37 -4.55 2.94  0.077
H31 6.11 -2.71 3.06  0.095
H32 -0.16 6.58 -3.34  0.075
H33 4.54 0.75 5.82  0.116
H34 -1.58 -4.10 5.07  0.117
H35 5.97 2.67 -4.23  0.085
H36 -3.78 0.03 -5.99  0.128
H37 0.55 -1.46 3.02  0.023
H38 -3.58 -2.80 6.28  0.129
H39 -0.80 0.32 -0.62  0.086
H40 -2.81 0.28 -3.66  0.101
H41 -4.32 -2.54 1.31  0.116
H42 -5.61 -2.68 2.49  0.111
H43 -5.23 5.28 0.12  0.081
H44 -3.27 1.42 -0.26  0.099
H45 1.80 -0.76 3.78  0.054
H46 5.83 2.16 7.63  0.078
H47 -1.39 0.45 -8.75  0.077
H48 1.29 2.63 -2.42  0.077
H49 2.63 5.65 -4.17  0.118
H50 -5.29 5.07 -1.62  0.088
H51 -5.75 1.33 -0.27  0.084
H52 -3.33 2.28 -2.56  0.062
H53 -0.42 8.14 -2.42  0.081
H54 0.92 -2.22 -0.83  0.136
H55 5.80 -2.02 5.53  0.127
H56 -2.28 -0.60 1.52  0.077
H57 8.26 0.79 0.67  0.091
H58 -3.19 3.76 -3.57  0.094
H59 -5.47 -0.33 1.73  0.120
H60 -5.34 -4.56 -4.28  0.057
H61 6.50 2.49 0.45  0.128
H62 -2.85 -0.38 -8.51  0.080
H63 -2.87 4.18 0.89  0.124
H64 -7.97 -3.01 0.08  0.086
H65 -1.29 0.82 -4.31  0.131
H66 8.09 -0.58 -0.54  0.084
H67 4.90 -0.30 7.07  0.121
H68 2.61 2.92 -3.61  0.086
H69 2.16 -2.55 5.57  0.062
H70 3.17 -1.55 0.38  0.070
H71 -4.22 3.20 1.40  0.121
H72 3.14 7.68 -2.92  0.122
H73 -5.28 -6.26 6.26  0.091
H74 -5.20 -2.80 -4.31  0.052
H75 -2.54 -1.05 -5.70  0.121
H76 -1.75 2.36 0.20  0.123
H77 -6.92 0.25 -1.27  0.095
H78 -3.05 -1.69 -2.36  0.060
H79 0.86 -3.50 4.89  0.042
H80 -7.66 -3.80 1.70  0.087
H81 -7.44 -4.69 0.23  0.084
H82 -5.68 -5.21 5.11  0.082
H83 -1.58 0.20 3.00  0.045
H84 0.47 0.28 -1.77  0.112
H85 -4.40 -3.22 4.71  0.110
H86 4.80 -1.67 2.48  0.033
H87 2.84 0.09 -0.21  0.056
H88 -0.17 -1.89 0.22  0.099
H89 4.92 1.75 0.50  0.117
H90 3.32 -0.03 1.45  0.085
H91 -2.17 -2.39 -0.99  0.049
H92 3.36 6.82 -1.50  0.121

Properties
Calculated total energy in a.u.: -5467.50456
Relative energy (zero: lowest compared OMol25 entry of this formula, charge and spin) in kcal per mole: 127.3
HOMO energy in hartree: -0.340
F_max in eV/A: 4.148
SMILES: COCCOC.COCCOC.COCCOC.COCCOC.COCCOC.COCCOC.COCCOC.COCCOC.ClCCCl.ClCCCl.ClCCCl
Orbital gap in eV: 9.72